No. 1
This record from the OMol25 dataset describes a structure of composition C2H4Br3P. The level of theory is wB97M-V/def2-TZVPD.

Values from the calculation:
**HOMO energy**: -9.65 eV
**Frontier orbital gap**: 9.664 eV
**Total charge**: 0
**LUMO energy**: 0.02 eV
**Energy relative to the best compared isomer or geometry (same formula, charge and spin)**: 0.0 kcal per mole
**E_tot**: -221555.8140 eV

Structure (XYZ):
```
10
C2H4Br3P (wB97M-V/def2-TZVPD)
C -1.215 -0.391 0.046
C 0.025 0.470 0.318
P 1.457 -0.634 -0.124
Br 0.196 0.689 2.275
Br 3.067 0.758 -0.023
Br 1.124 -0.718 -2.393
H -1.512 -1.205 0.820
H -2.123 0.380 -0.048
H -1.204 -0.813 -0.902
H 0.184 1.465 0.031
```

Charges computed using Mulliken, reported in e:
1. C -0.957
2. C -0.411
3. P 0.268
4. Br -0.102
5. Br -0.115
6. Br -0.216
7. H 0.320
8. H 0.282
9. H 0.366
10. H 0.565

No. 2
This record from the OMol25 dataset describes an isolated molecule of C4H7NO2. The level of theory is wB97M-V/def2-TZVPD.

Values from the calculation:
**HOMO energy**: -9.89 eV
**Frontier orbital gap**: 10.707 eV
**Total charge**: 0
**SMILES**: O[C@@H]1CN=COC1
**LUMO energy**: 0.82 eV
**Energy relative to the best compared isomer or geometry (same formula, charge and spin)**: 32.7 kcal per mole
**E_tot**: -9845.8627 eV

Structure (XYZ):
```
14
C4H7NO2 (wB97M-V/def2-TZVPD)
O -1.072 -0.556 1.417
C -0.979 0.002 0.120
C -0.214 1.318 0.143
O 1.190 1.117 0.369
C 1.704 -0.091 0.068
N 1.143 -1.096 -0.465
C -0.263 -0.945 -0.836
H -0.295 -1.116 1.552
H -2.004 0.201 -0.211
H -0.338 1.855 -0.805
H -0.560 1.950 0.964
H 2.751 -0.134 0.364
H -0.326 -0.574 -1.866
H -0.738 -1.931 -0.814
```

Charges computed using Mulliken, reported in e:
1. O -0.557
2. C -0.121
3. C -0.442
4. O -0.371
5. C 0.089
6. N -0.529
7. C -0.566
8. H 0.397
9. H 0.397
10. H 0.310
11. H 0.307
12. H 0.413
13. H 0.346
14. H 0.329

No. 3
This record from the OMol25 dataset describes a structure of composition C32H60BeN2O2P3. The level of theory is wB97M-V/def2-TZVPD.

Values from the calculation:
**HOMO energy (spin up / spin down)**: -8.77 / -7.61 eV
**Frontier orbital gap (spin up / spin down)**: 6.573 / 5.172 eV
**Total charge**: +1
**LUMO energy (spin up / spin down)**: -2.19 / -2.44 eV
**Energy relative to the best compared isomer or geometry (same formula, charge and spin)**: 39.8 kcal per mole
**E_tot**: -69495.1492 eV

Structure (XYZ):
```
100
C32H60BeN2O2P3 (wB97M-V/def2-TZVPD)
C 2.279 -1.066 -1.589
C 1.475 0.913 -2.729
C 3.132 -1.266 -2.637
C 2.015 0.409 -3.922
C 2.973 -0.588 -3.839
H 3.840 -2.083 -2.576
H 1.845 1.041 -4.796
H 3.616 -0.785 -4.689
N 1.473 0.051 -1.605
P 0.473 -2.368 0.176
P 0.373 2.524 -0.825
C 2.164 -2.080 -0.472
H 2.551 -3.017 -0.892
H 2.828 -1.815 0.366
C 0.913 2.149 -2.512
H 0.691 2.788 -3.366
C -1.483 3.430 -0.643
C 1.802 3.770 -0.701
C -0.402 -3.607 -1.046
C 0.896 -3.209 1.843
C -2.608 2.540 -0.098
H -2.471 2.233 0.943
H -3.552 3.113 -0.124
H -2.764 1.639 -0.697
C -1.367 4.662 0.257
H -1.040 4.412 1.271
H -0.701 5.432 -0.137
H -2.359 5.131 0.351
C -1.886 3.801 -2.061
H -2.820 4.384 -2.044
H -1.142 4.394 -2.600
H -2.091 2.896 -2.640
C 1.932 4.289 0.725
H 2.103 3.482 1.453
H 2.814 4.942 0.722
H 1.082 4.888 1.058
C 3.127 3.060 -1.042
H 3.311 2.184 -0.397
H 3.175 2.739 -2.088
H 3.938 3.791 -0.894
C 1.488 4.855 -1.720
H 1.575 4.480 -2.743
H 0.488 5.271 -1.599
H 2.218 5.660 -1.606
C -0.438 -3.604 2.498
H -0.264 -3.887 3.548
H -1.158 -2.777 2.480
H -0.905 -4.469 2.006
C 1.656 -2.162 2.680
H 2.742 -2.264 2.555
H 1.392 -1.134 2.408
H 1.447 -2.308 3.747
C 1.790 -4.453 1.733
H 2.698 -4.272 1.147
H 2.121 -4.731 2.745
H 1.281 -5.331 1.326
C 0.017 -3.169 -2.447
H 1.050 -3.467 -2.673
H -0.629 -3.635 -3.202
H -0.061 -2.085 -2.559
C -1.914 -3.466 -0.833
H -2.281 -2.481 -1.124
H -2.435 -4.209 -1.453
H -2.189 -3.647 0.214
C -0.060 -5.090 -0.875
H 1.009 -5.309 -0.987
H -0.429 -5.512 0.069
H -0.581 -5.643 -1.675
Be -0.635 -0.423 0.108
C 1.084 0.746 -0.369
O 1.705 0.596 0.716
N -1.461 -0.285 -1.351
C -2.242 -0.503 -2.223
C -2.573 -0.026 -3.696
C -1.797 1.086 -4.461
C -2.222 -1.280 -4.492
C -4.031 0.393 -3.631
H -1.952 2.124 -4.122
H -0.701 0.931 -4.589
H -2.226 1.073 -5.488
H -2.496 -2.209 -3.965
H -2.671 -1.286 -5.505
H -1.118 -1.339 -4.616
H -4.482 0.557 -4.624
H -4.594 -0.356 -3.061
H -4.098 1.339 -3.067
C -0.752 -0.535 4.312
P -1.397 0.448 2.959
C -3.167 0.514 3.249
C -0.656 2.086 2.970
O -1.126 -0.169 1.564
H 0.323 -0.362 4.446
H -0.934 -1.605 4.144
H -1.263 -0.245 5.244
H -3.367 0.833 4.282
H -3.666 1.210 2.563
H -3.589 -0.493 3.115
H 0.405 2.017 2.696
H -1.151 2.757 2.255
H -0.737 2.539 3.969
```

Atom charges from the Mulliken analysis, given in e for atoms 1 to 99:
1. C 0.127
2. C 0.691
3. C -0.610
4. C -1.119
5. C -1.089
6. H 0.534
7. H 0.535
8. H 0.473
9. N 1.125
10. P 0.630
11. P 1.447
12. C -2.022
13. H 0.818
14. H 0.702
15. C -1.916
16. H 0.738
17. C 2.743
18. C 1.703
19. C 2.424
20. C 2.574
21. C -1.416
22. H -0.313
23. H 0.642
24. H -0.274
25. C -1.858
26. H 0.305
27. H 0.417
28. H 0.534
29. C -1.289
30. H 0.583
31. H 0.311
32. H -0.385
33. C -1.488
34. H 0.171
35. H 0.541
36. H 0.294
37. C -1.540
38. H 0.162
39. H 0.241
40. H 0.660
41. C -1.538
42. H 0.281
43. H 0.245
44. H 0.505
45. C -1.926
46. H 0.560
47. H 0.275
48. H 0.259
49. C -1.506
50. H 0.395
51. H -0.036
52. H 0.631
53. C -1.800
54. H 0.289
55. H 0.538
56. H 0.332
57. C -1.557
58. H 0.284
59. H 0.596
60. H -0.141
61. C -1.546
62. H 0.139
63. H 0.601
64. H 0.201
65. C -1.946
66. H 0.344
67. H 0.351
68. H 0.532
69. Be -1.506
70. C -1.160
71. O -0.662
72. N -0.292
73. C -0.090
74. C 2.817
75. C -1.434
76. C -1.662
77. C -1.735
78. H 0.385
79. H 0.126
80. H 0.562
81. H 0.268
82. H 0.461
83. H 0.289
84. H 0.404
85. H 0.399
86. H 0.281
87. C -1.089
88. P 1.343
89. C -1.334
90. C -0.803
91. O 0.210
92. H 0.345
93. H 0.228
94. H 0.580
95. H 0.488
96. H 0.357
97. H 0.327
98. H 0.185
99. H -0.016

No. 4
This record from the OMol25 dataset describes an isolated molecule of C9H13N3O3. The level of theory is wB97M-V/def2-TZVPD.

Values from the calculation:
**HOMO energy**: -8.73 eV
**Frontier orbital gap**: 8.704 eV
**Total charge**: 0
**LUMO energy**: -0.02 eV
**Energy relative to the best compared isomer or geometry (same formula, charge and spin)**: 166.8 kcal per mole
**E_tot**: -20150.4572 eV

Structure (XYZ):
```
28
C9H13N3O3 (wB97M-V/def2-TZVPD)
C -0.941 1.094 0.633
C 1.037 -0.431 0.393
C -2.098 -0.793 0.125
C -0.812 2.403 -0.048
C 0.132 0.356 1.356
C 3.221 -1.060 -0.320
C 2.368 1.389 -0.741
C -4.386 -0.836 -0.626
C 2.405 0.119 0.225
N -2.094 0.418 0.314
N 0.660 -1.540 -0.034
N -0.455 -2.127 0.252
O -0.767 3.116 -0.973
O -1.242 2.433 1.169
O -3.167 -1.575 -0.166
H 0.775 1.126 1.790
H -0.262 -0.413 2.048
H 3.826 -1.559 0.504
H 3.939 -0.630 -1.030
H 2.638 -1.957 -0.635
H 1.466 1.922 -0.678
H 2.486 1.035 -1.724
H 2.982 2.179 -0.458
H -4.996 -1.707 -0.945
H -4.056 -0.226 -1.443
H -4.715 -0.309 0.198
H 2.936 0.325 1.248
H -0.880 -2.754 -0.432
```

Charges computed using Mulliken, reported in e:
1. C 1.465
2. C 0.587
3. C 0.588
4. C -0.228
5. C -1.071
6. C -1.366
7. C -1.198
8. C -0.685
9. C 0.566
10. N -0.512
11. N 0.056
12. N -0.942
13. O -0.532
14. O -0.525
15. O -0.390
16. H 0.292
17. H 0.516
18. H 0.278
19. H 0.390
20. H 0.296
21. H 0.096
22. H 0.463
23. H 0.369
24. H 0.250
25. H 0.327
26. H 0.318
27. H 0.297
28. H 0.292